{
  "formula": "C35H44BrN4O4Ru",
  "method": "ωB97M-V/def2-TZVPD",
  "e_homo_ev": [-4.05, -4.31],
  "e_lumo_ev": [2.39, 2.34],
  "homo_lumo_gap_ev": [6.44, 6.66],
  "spin_multiplicity": 5,
  "charge": -1,
  "e_above_lowest_kcal_mol": 28.9,
  "elements": ["C", "H", "H", "H", "H", "H", "H", "C", "O", "H", "N", "C", "C", "N", "H", "H", "C", "N", "H", "C", "H", "H", "C", "C", "H", "C", "H", "C", "H", "H", "H", "C", "H", "H", "C", "C", "O", "C", "Ru", "Br", "H", "N", "C", "H", "H", "C", "H", "H", "H", "H", "O", "C", "C", "H", "C", "H", "C", "C", "C", "C", "H", "H", "H", "C", "H", "C", "H", "C", "H", "H", "H", "C", "C", "H", "H", "C", "H", "C", "H", "H", "C", "C", "C", "C", "H", "C", "H", "H", "O"],
  "positions_angstrom": [[1.430, 2.919, -2.176], [3.790, -0.177, 2.240], [3.427, -3.598, -0.364], [-0.389, -4.476, 3.255], [4.977, -3.270, 0.415], [-4.695, -4.938, 2.166], [0.214, 0.524, -3.117], [5.293, 0.093, -1.904], [-0.789, 4.495, 0.553], [3.443, 4.280, 1.455], [-2.118, 2.346, -1.242], [-4.068, 4.192, -1.655], [2.477, 4.028, 1.887], [0.758, 2.860, 0.784], [0.681, 1.535, -4.510], [2.631, 3.883, 2.957], [4.133, -1.190, 2.049], [1.376, -0.287, -0.329], [-5.036, 5.428, -2.742], [-3.908, 3.645, -0.399], [2.378, -1.789, 1.025], [-4.555, 3.971, 0.405], [0.478, -2.560, 3.114], [1.052, 0.915, -3.687], [-5.793, -0.674, 0.743], [-4.839, -0.171, 0.884], [-4.600, -0.166, 1.951], [-1.626, -3.477, 1.907], [6.302, 0.161, -2.294], [-3.530, -1.747, -1.892], [0.240, -5.334, 1.023], [0.751, -1.281, -0.957], [1.635, 5.826, 0.922], [2.128, 3.585, -1.658], [-0.439, -1.902, -0.393], [0.711, -4.446, 1.453], [-0.766, -0.482, -1.702], [-3.273, 3.761, -2.730], [-0.550, 0.567, -0.131], [-1.792, 1.463, 2.174], [4.531, 1.544, -3.242], [-0.918, -1.526, 0.751], [-3.931, -4.221, 1.892], [1.159, -1.801, -1.825], [5.738, -1.386, -0.419], [-0.219, -3.753, 2.452], [-3.425, 4.157, -3.727], [0.681, 3.478, -2.741], [-5.289, -2.879, 0.950], [-0.840, -2.768, -0.921], [-5.036, 5.145, -1.822], [2.636, -0.046, -0.956], [4.283, 0.875, -2.426], [-4.529, -0.288, -1.866], [2.030, 1.719, -2.818], [0.882, 5.432, 2.461], [2.952, 0.841, -1.980], [-4.255, -3.065, 1.205], [0.309, 4.146, 0.889], [-1.985, -2.347, 1.132], [0.993, -3.782, 0.634], [1.568, 0.059, -4.127], [-1.656, 2.412, -3.252], [-3.300, -2.114, 0.829], [2.719, 2.179, -3.543], [2.009, 2.692, 1.322], [0.181, 2.376, 0.082], [3.668, -0.844, -0.397], [0.894, -1.861, 2.392], [3.614, -3.836, 1.378], [1.632, -4.754, 1.954], [3.442, -1.759, 0.806], [1.354, 5.000, 1.578], [-2.897, -0.183, 0.035], [-5.172, -1.816, -1.249], [-2.903, 2.710, -0.275], [-2.311, -5.282, 2.834], [-4.275, -1.197, -1.315], [1.288, -2.931, 3.750], [-0.218, -1.996, 3.737], [-2.297, 2.816, -2.476], [4.971, -0.773, -0.875], [3.894, -3.196, 0.538], [-3.764, -0.857, 0.082], [3.912, -1.811, 2.922], [-2.599, -4.412, 2.254], [5.219, -1.167, 1.916], [-4.920, 0.881, 0.557], [2.646, 1.677, 1.440]],
  "forces_ev_per_angstrom": [[0.3, 0.6, -0.2], [0.0, 0.0, 0.0], [0.0, 0.0, 0.0], [0.0, -0.1, 0.0], [0.0, 0.0, 0.0], [0.0, 0.0, 0.0], [-0.1, 0.0, 0.1], [-0.2, 0.0, 0.1], [-0.3, 0.6, -0.5], [0.0, 0.0, -0.1], [0.6, -1.1, 0.7], [-0.1, 0.1, -0.5], [-0.2, 0.0, 0.2], [0.4, 1.2, -0.2], [0.0, 0.0, 0.1], [0.0, 0.0, 0.0], [0.0, 0.0, -0.1], [-0.2, -0.6, -1.4], [0.0, 0.0, 0.0], [-0.2, 0.1, 0.2], [0.0, 0.1, -0.1], [0.1, -0.1, 0.1], [0.0, 0.0, 0.0], [0.1, 0.1, 0.0], [-0.3, 0.0, 0.0], [-0.2, 0.8, 0.3], [0.0, 0.1, -0.2], [-0.1, -0.4, 0.3], [0.0, 0.0, 0.0], [0.0, 0.1, 0.0], [0.0, 0.0, 0.0], [-0.7, -0.3, -0.5], [0.0, -0.1, 0.0], [-0.2, -0.3, 0.2], [0.6, -0.8, 0.3], [-0.1, 0.0, 0.0], [0.2, 0.2, 0.1], [0.0, 0.0, 0.2], [-1.9, 1.3, 0.0], [0.2, -0.1, -0.2], [0.0, 0.0, 0.0], [0.4, -0.2, -0.9], [0.3, 0.2, -0.1], [0.4, 0.0, 0.1], [0.0, 0.0, 0.0], [-0.1, 0.1, -0.1], [0.0, 0.0, 0.0], [-0.1, -0.3, 0.2], [-0.1, 0.0, 0.0], [0.1, -0.1, 0.0], [0.1, -0.1, 0.0], [0.4, -0.3, 1.3], [0.2, 0.0, 0.0], [0.0, 0.0, 0.0], [-0.3, -0.2, -0.3], [0.1, 0.0, 0.0], [0.4, 0.3, -0.6], [-0.1, 0.0, 0.0], [-0.2, 0.5, 0.8], [0.7, -0.8, 1.4], [0.0, 0.0, 0.0], [0.1, 0.0, -0.1], [0.0, 0.1, 0.0], [-1.2, 0.3, -0.6], [0.1, 0.0, 0.0], [0.6, -0.5, 0.4], [0.5, -0.7, 0.1], [0.4, -0.1, 0.2], [-0.1, 0.0, 0.0], [0.0, 0.0, 0.0], [0.0, 0.0, 0.0], [0.0, 0.0, -0.1], [-0.1, 0.2, 0.0], [-0.4, -0.3, -0.2], [-0.1, 0.0, 0.0], [-0.1, 0.4, -0.3], [0.0, 0.0, 0.0], [0.3, 0.0, -0.1], [0.0, 0.0, 0.0], [0.0, 0.0, 0.0], [-0.3, 0.2, 0.0], [-0.2, 0.1, 0.0], [0.0, 0.0, 0.0], [0.6, -0.7, 0.3], [0.0, 0.0, 0.0], [-0.1, 0.3, -0.2], [0.0, 0.0, 0.0], [-0.2, -0.4, 0.1], [-0.1, 0.0, -0.3]]
}



{
  "formula": "C35H44N4O6OsP",
  "method": "ωB97M-V/def2-TZVPD",
  "e_homo_ev": [-14.84, -14.83],
  "e_lumo_ev": [-7.99, -10.86],
  "homo_lumo_gap_ev": [6.85, 3.97],
  "spin_multiplicity": 5,
  "charge": 3,
  "e_above_lowest_kcal_mol": 55.7,
  "elements": ["N", "C", "C", "H", "C", "H", "H", "H", "H", "C", "C", "C", "C", "H", "C", "C", "H", "O", "H", "C", "H", "H", "C", "C", "H", "N", "O", "P", "C", "H", "C", "H", "H", "H", "H", "N", "C", "H", "H", "C", "H", "C", "H", "H", "H", "C", "C", "C", "C", "H", "H", "H", "C", "H", "H", "H", "H", "C", "C", "H", "H", "H", "O", "H", "N", "C", "C", "H", "H", "C", "C", "C", "O", "C", "H", "H", "H", "C", "C", "H", "H", "O", "C", "H", "H", "H", "Os", "H", "C", "C", "O"],
  "positions_angstrom": [[2.482, -2.963, -4.202], [0.351, -0.259, 2.776], [-2.485, 2.485, -2.924], [0.982, -3.817, 0.927], [-3.694, 2.709, -2.238], [2.553, 4.017, -4.935], [-4.255, 2.445, 1.589], [2.731, -0.683, -5.165], [-0.818, 3.579, 4.622], [4.309, 1.993, -2.870], [2.370, 0.114, 1.498], [3.791, -2.806, -3.754], [3.454, 3.817, -4.361], [2.438, -3.744, -4.854], [1.253, -2.565, -3.731], [-3.958, -0.867, 2.936], [2.813, -2.356, 3.761], [0.051, 1.835, -4.186], [-0.742, 2.130, -4.663], [-2.048, -2.291, 2.156], [-1.458, 3.157, 3.045], [-1.922, -1.803, 1.177], [0.664, -3.269, 0.033], [-2.525, -1.312, 3.228], [4.022, -1.162, 1.978], [-0.168, -1.356, -2.219], [-1.632, 0.757, 1.607], [-1.375, 0.186, 3.133], [-1.386, 1.523, 4.480], [-2.697, 2.516, 5.840], [-2.449, -1.946, 4.612], [2.909, 0.668, 0.743], [4.298, 4.095, -5.001], [0.189, 2.664, 3.505], [1.882, -1.238, -2.131], [-1.598, 1.230, -1.058], [-3.782, 2.331, -0.932], [0.572, 0.853, 5.179], [-2.867, -1.295, 5.373], [3.894, -0.330, -3.380], [0.204, -3.849, -5.114], [-2.691, 1.643, -0.309], [-3.177, 0.864, 5.536], [4.987, -1.787, -2.521], [-0.321, -3.639, -0.284], [-1.488, 1.753, -2.305], [2.996, 1.392, -4.802], [-1.143, -2.717, -3.903], [-2.774, 1.756, 5.063], [-0.385, 1.730, 6.363], [2.442, 1.675, -5.684], [-4.634, -1.681, 3.191], [0.106, -3.114, -4.331], [-4.514, 3.206, -2.730], [0.626, 1.338, 1.323], [-4.104, -0.645, 1.881], [3.502, 4.464, -3.488], [1.003, -1.261, 3.488], [1.053, -1.681, -2.665], [-4.253, -0.007, 3.529], [-2.217, -1.523, -2.469], [4.767, 2.744, -2.245], [4.610, -3.652, -3.957], [5.084, 0.372, -1.726], [4.127, -1.644, -3.047], [4.482, 0.666, -2.573], [3.571, 2.392, -4.000], [0.498, -1.804, 4.271], [-3.039, -2.861, 4.614], [-1.248, -1.832, -2.840], [-0.133, 1.572, -2.909], [2.998, -0.906, 2.197], [0.795, 1.194, -2.213], [-0.831, 2.801, 3.860], [-1.434, -2.211, 4.893], [-0.793, 0.069, 6.002], [-3.474, 2.123, 4.317], [3.138, 0.061, -4.500], [1.052, 0.450, 1.784], [-2.032, -3.102, -4.374], [-1.102, -2.752, 2.428], [0.649, -1.917, 0.317], [-0.439, 0.998, 5.559], [-2.790, -3.080, 2.044], [-2.364, 2.917, -3.905], [1.387, -3.491, -0.765], [-0.269, -0.386, -0.453], [-4.678, 2.546, -0.372], [2.319, -1.579, 3.200], [-2.672, 1.440, 1.067], [-3.542, 1.909, 1.966]],
  "forces_ev_per_angstrom": [[0.9, -0.3, -0.6], [-0.2, 0.1, 0.1], [0.2, -0.2, 0.3], [-0.1, 0.0, -0.1], [0.1, -0.1, 0.2], [-0.1, 0.0, 0.0], [0.1, 0.0, -0.1], [-0.1, -0.1, 0.0], [0.0, 0.0, 0.1], [0.3, -0.7, 0.5], [0.0, 0.0, 0.2], [-0.9, -1.1, -0.6], [-0.1, 0.1, 0.0], [0.1, 0.1, 0.2], [-1.2, 0.5, 0.7], [0.0, 0.2, 0.0], [0.0, -0.1, 0.1], [0.2, 0.2, -0.6], [0.1, -0.1, 0.3], [0.2, 0.1, -0.2], [0.0, 0.1, -0.1], [-0.1, -0.2, 0.2], [-0.1, -0.6, -0.4], [0.4, 0.3, 0.0], [0.1, 0.0, 0.0], [-0.4, -0.2, -0.1], [-0.7, 0.7, 0.1], [0.3, -0.2, -0.1], [-0.2, -0.4, -0.4], [0.1, 0.0, 0.0], [0.1, 0.1, 0.2], [0.0, 0.1, 0.0], [0.1, 0.0, 0.0], [0.1, 0.0, 0.0], [-0.2, -0.1, 0.1], [-0.1, 0.1, 0.1], [0.3, -0.1, 0.0], [0.0, 0.0, 0.1], [0.0, 0.0, 0.1], [0.1, -1.2, 0.1], [0.0, -0.1, -0.2], [0.2, -0.1, -0.4], [-0.1, -0.1, 0.0], [-0.2, -0.1, 0.1], [0.1, -0.1, 0.0], [-0.3, 0.3, 0.0], [-0.1, -0.9, -0.1], [0.2, 0.1, 0.1], [-0.2, 0.0, -0.1], [-0.1, 0.1, 0.0], [0.0, 0.0, -0.1], [0.0, -0.2, 0.0], [0.2, 0.3, 0.2], [-0.1, 0.1, 0.0], [0.0, 0.0, -0.1], [0.0, 0.0, -0.1], [0.0, 0.0, 0.0], [-0.1, 0.0, -0.1], [0.5, -0.3, -0.5], [-0.1, 0.0, 0.0], [0.1, 0.0, 0.1], [0.1, 0.1, 0.1], [0.3, 0.2, 0.1], [0.1, 0.0, 0.1], [0.5, 1.7, 0.1], [0.3, 0.9, 0.3], [0.0, 0.2, 0.0], [-0.1, -0.1, 0.1], [0.0, -0.1, -0.1], [-0.3, -0.2, -0.3], [0.2, -0.3, 0.9], [-0.1, 0.2, -0.1], [-0.2, 0.4, -0.6], [0.0, -0.1, -0.2], [0.1, -0.1, 0.1], [0.0, -0.1, 0.1], [0.0, 0.0, 0.1], [-0.4, 0.5, -0.8], [0.0, 0.2, 0.3], [-0.1, -0.1, 0.0], [0.1, 0.0, -0.1], [0.1, 1.3, 0.5], [0.2, -0.2, 0.0], [-0.1, 0.0, 0.1], [0.1, 0.0, -0.1], [-0.1, -0.2, 0.0], [0.0, -0.5, 0.0], [-0.1, 0.0, 0.0], [0.0, 0.0, -0.1], [0.0, -0.1, 0.3], [0.3, -0.2, -0.2]]
}